# C3H11N3

A cluster of 2 separate species, C3H11N3 in total at a distorted geometry (wB97M-V/def2-TZVPD, OMol25).

Geometry as XYZ:
```
17
Properties=species:S:1:pos:R:3:mulliken_charge:R:1
N 0.48551 1.15435 -1.14448 -0.4600
N -1.28489 -1.34855 0.17489 -0.2795
N 1.98922 2.64948 -0.18008 -0.7336
C 0.94113 1.88746 -0.10889 0.0888
C -1.42370 -1.51434 1.61803 -0.8557
C -0.34249 -2.20135 -0.54868 -0.9877
H -0.57335 -2.15956 -1.61378 0.3514
H -1.22805 -2.54669 1.95462 0.2815
H -0.63088 -0.96577 2.12867 0.2467
H 0.34596 2.09730 0.78608 0.3190
H 1.24119 0.93171 -1.78147 0.3162
H 1.67225 3.58248 0.07609 0.2328
H -0.19459 0.42908 -0.94552 0.2475
H 0.64972 -1.75256 -0.48048 0.3107
H -2.44407 -1.27929 1.89508 0.3395
H -0.39153 -3.24502 -0.22718 0.3694
H -2.19267 -1.56539 -0.21710 0.2129
```

As for the HOMO energy: -8.221 eV. The energy relative to the best compared isomer or geometry (same formula, charge and spin) is 46.1 kcal per mole. The calculated total energy comes out at -285.10434 hartree. The orbital gap is 9.06 eV. As for the SMILES: [H]/N=C/N.CNC.


# C3H11N3

The ion C3H11N3 with charge +2 at a distorted geometry (wB97M-V/def2-TZVPD, OMol25).

Geometry as XYZ:
```
17
Properties=species:S:1:pos:R:3:mulliken_charge:R:1
N 1.03776 -0.38723 0.63755 -0.2356
N -2.65719 -0.41239 -0.01962 -0.2734
N -0.15221 0.17027 0.08125 -0.0065
C -1.24843 -0.58777 0.09595 0.1954
C -0.07984 1.57784 -0.11284 -1.0202
C 1.95637 -0.91521 -0.41935 -0.6811
H 2.11454 -0.04413 -1.17220 0.3217
H 1.46289 -1.63626 -0.99281 0.3562
H -1.17988 -1.59073 0.10172 0.4392
H -3.20702 -1.14141 -0.36970 0.2730
H 0.03271 2.13602 0.86689 0.4544
H 2.97265 -1.17291 0.03959 0.3660
H -0.94712 1.97325 -0.55695 0.3917
H -3.05299 0.51044 0.05702 0.2596
H 1.47587 0.47112 1.00331 0.4118
H 0.76003 1.97906 -0.69913 0.3350
H 0.71184 -0.92997 1.45931 0.4128
```

As for the net charge: +2. As for the HOMO energy: -20.366 eV. The energy relative to the best compared isomer or geometry (same formula, charge and spin) is 40.6 kcal per mole. The calculated total energy comes out at -284.41296 hartree. The orbital gap is 10.95 eV. As for the SMILES: C[NH2+]/[N+](C)=C/N.


# C3H11N3

The ion C3H11N3 with charge +2 at a distorted geometry (wB97M-V/def2-TZVPD, OMol25).

Geometry as XYZ:
```
17
Properties=species:S:1:pos:R:3:mulliken_charge:R:1
N 1.35391 -1.05615 -1.42110 -0.2205
N -0.23131 -1.24961 0.36601 -0.1554
N -0.70190 1.08599 0.11007 -0.0720
C -0.86123 -0.13364 0.52856 0.2103
C -1.27786 2.21691 0.61744 -0.7725
C 1.23020 -1.44960 0.03430 -0.6822
H -0.71694 3.03937 1.07228 0.3451
H -1.92944 -0.07380 1.14078 0.2821
H -1.95260 2.48929 -0.24197 0.3261
H -0.59572 -2.11333 0.54570 0.2159
H 0.27663 1.41380 -0.21199 0.2464
H 1.17922 -0.04073 -1.49163 0.2941
H 1.73995 -0.69790 0.63391 0.4355
H -1.82651 1.84625 1.49769 0.2982
H 2.29569 -1.43191 -1.77810 0.4006
H 1.56367 -2.39321 0.31232 0.4537
H 0.45422 -1.45175 -1.71429 0.3948
```

As for the net charge: +2. As for the HOMO energy: -19.738 eV. The energy relative to the best compared isomer or geometry (same formula, charge and spin) is 24.5 kcal per mole. The calculated total energy comes out at -284.43855 hartree. The orbital gap is 11.30 eV. As for the SMILES: C/[NH+]=C/NC[NH3+].


# C3H11N3O

A cluster of 2 separate species, C3H11N3O in total at a distorted geometry (wB97M-V/def2-TZVPD, OMol25).

Geometry as XYZ:
```
18
Properties=species:S:1:pos:R:3:mulliken_charge:R:1
O -0.86841 -0.54645 -2.57356 -0.6322
N -1.98229 0.97426 1.60540 -0.7692
N -0.43587 2.01754 0.16931 -0.4797
N -0.06697 -0.13272 1.04047 -0.1915
C -0.85653 0.96436 0.98787 0.5745
C 1.25558 -0.36398 0.44315 -0.2304
C 1.37329 -1.79829 -0.03395 -1.2285
H 2.25519 -1.91773 -0.66999 0.3476
H -0.87884 0.41984 -2.57658 0.2948
H 1.99733 -0.16293 1.21291 0.2359
H 1.50749 -2.48092 0.80221 0.3554
H -2.34502 1.92159 1.66669 0.2102
H -1.21703 2.51047 -0.21725 0.2123
H -0.39231 -0.80673 1.72437 0.2446
H 1.38759 0.35351 -0.35998 0.2041
H 0.54000 -2.12052 -0.65225 0.3232
H -1.75910 -0.83052 -2.35420 0.3158
H 0.48591 1.99920 -0.21461 0.2132
```

As for the HOMO energy: -8.338 eV. The energy relative to the best compared isomer or geometry (same formula, charge and spin) is 18.2 kcal per mole. The calculated total energy comes out at -360.40834 hartree. The orbital gap is 8.98 eV. As for the SMILES: [H]/N=C(\N)NCC.O.


# C3H11N3O

A cluster of 2 separate species, C3H11N3O in total at a distorted geometry (wB97M-V/def2-TZVPD, OMol25).

Geometry as XYZ:
```
18
Properties=species:S:1:pos:R:3:mulliken_charge:R:1
O -1.51839 -0.46821 -0.67404 -0.8268
N -0.21443 1.21172 1.28378 -0.6149
N 1.81341 0.66133 -0.63158 -0.2524
N 1.48988 -0.75804 -2.43853 -0.3613
C -1.95215 -0.56669 0.68512 -0.4148
C 0.97780 -0.12693 -1.34213 0.1485
C -0.77406 -0.14080 1.63278 -0.6545
H 2.69084 0.85647 -1.02095 0.1913
H -0.05177 -0.95087 1.52843 0.2089
H -2.20629 -1.62012 1.03461 0.2355
H -0.04049 -0.33067 -0.91436 0.3584
H -1.10101 -0.16159 2.68839 0.3833
H -0.36872 1.82280 2.08302 0.2624
H 1.50798 1.02252 0.27083 0.2999
H -2.84254 0.05362 0.88712 0.3523
H -0.86572 1.56666 0.61776 0.2596
H 0.97660 -1.32307 -3.11359 0.2443
H 2.47906 -0.74812 -2.57665 0.1802
```

As for the HOMO energy: -7.078 eV. The energy relative to the best compared isomer or geometry (same formula, charge and spin) is 67.6 kcal per mole. The calculated total energy comes out at -360.32966 hartree. The orbital gap is 7.52 eV.


# C3H11N3O2

An isolated molecule of C3H11N3O2 at a distorted geometry (wB97M-V/def2-TZVPD, OMol25).

Geometry as XYZ:
```
19
Properties=species:S:1:pos:R:3:mulliken_charge:R:1
O -0.88249 0.09448 -1.09563 -0.3611
O 0.50557 0.37711 -1.93267 -0.1857
N 0.73573 0.11604 0.61383 -0.3719
N -0.49004 2.03391 0.20938 -0.7780
N 1.28366 -0.62579 -2.47962 -0.4125
C -1.72677 0.17847 1.13454 -1.4505
C -0.60642 0.59229 0.17763 1.1346
C 0.84337 -1.25882 1.05118 -0.9249
H 1.46214 0.34868 -0.05971 0.3287
H 0.69834 -1.46064 -2.48764 0.2477
H -1.50681 0.46580 2.16844 0.3296
H -0.14355 2.29995 1.12815 0.2758
H -2.66658 0.65591 0.83765 0.3931
H 0.24398 2.28926 -0.44150 0.2742
H 0.51500 -1.36189 2.09168 0.2431
H 1.88083 -1.59925 0.97941 0.3340
H 0.23503 -1.92581 0.43470 0.2957
H 1.51735 -0.31822 -3.42311 0.2588
H -1.89833 -0.90149 1.09329 0.3692
```

As for the HOMO energy: -8.564 eV. The energy relative to the best compared isomer or geometry (same formula, charge and spin) is 149.0 kcal per mole. The calculated total energy comes out at -435.45290 hartree. The orbital gap is 8.22 eV. As for the SMILES: CN[C@@](C)(N)OON.


# C3H11N3O2

A cluster of 2 separate species, C3H11N3O2 in total at a distorted geometry (wB97M-V/def2-TZVPD, OMol25).

Geometry as XYZ:
```
19
Properties=species:S:1:pos:R:3:mulliken_charge:R:1
O -0.41094 -2.56134 -1.72036 -0.6652
O -0.94851 -1.14461 2.55307 -0.6013
N 0.49603 -0.59082 0.87422 -0.1602
N -0.80307 0.34967 -1.38073 -0.6666
N -0.82538 1.04863 1.76108 -0.3345
C 1.31014 0.20112 -0.00648 -0.7308
C 0.54846 1.01867 -1.09391 -0.4845
C -0.47792 -0.31098 1.82247 0.4266
H 1.09503 1.01971 -2.04339 0.3327
H 1.77066 0.94589 0.71678 0.3483
H -1.48457 1.08899 -1.44215 0.2335
H -1.63857 1.29305 2.33211 0.2311
H -1.21939 -0.05565 -0.55105 0.3213
H -0.25679 1.82300 1.53164 0.1795
H -0.86526 -1.66324 -1.68747 0.3974
H 0.44208 -2.39800 -1.35791 0.2705
H 0.57082 2.06564 -0.80215 0.3040
H 0.67932 -1.59878 0.94110 0.2163
H 2.01786 -0.53096 -0.44686 0.3821
```

As for the HOMO energy: -9.790 eV. The energy relative to the best compared isomer or geometry (same formula, charge and spin) is 26.2 kcal per mole. The calculated total energy comes out at -435.64849 hartree. The orbital gap is 10.28 eV. As for the SMILES: NCCNC(N)=O.O.


# C3H11N3O4

A cluster of 3 separate species, C3H11N3O4 in total at a distorted geometry (wB97M-V/def2-TZVPD, OMol25).

Geometry as XYZ:
```
21
Properties=species:S:1:pos:R:3:mulliken_charge:R:1
O -1.25411 -2.99397 -0.57380 -0.6424
O 0.22631 3.44789 1.57924 -0.6331
O -1.69620 -0.48529 -1.68821 -0.7661
O 0.61930 -1.30786 0.96798 -0.6072
N -0.53419 1.18924 -0.77896 -0.1177
N 0.54101 -0.77515 -1.68656 -0.3136
N 0.31774 1.33334 2.28153 -0.2676
C -0.59928 -0.06567 -1.32057 0.4946
C 0.29265 2.27093 1.28901 0.3021
C 0.62616 1.70401 -0.08818 -0.3921
H 0.30836 -1.85974 0.23988 0.3010
H -1.46408 1.45636 -0.49309 0.2488
H 1.45370 -0.41978 -1.47767 0.2016
H -1.83833 -2.28668 -0.89286 0.3501
H -1.38906 -3.78390 -1.09995 0.2895
H 0.32628 -1.02133 -2.64187 0.2572
H 0.37117 0.34050 2.12725 0.2426
H 0.24326 1.67222 3.19870 0.1999
H 1.06151 2.54333 -0.63685 0.2579
H 1.03309 -1.87402 1.62232 0.2710
H 1.35472 0.91556 0.07265 0.3234
```

As for the HOMO energy: -9.723 eV. The energy relative to the best compared isomer or geometry (same formula, charge and spin) is 0.0 kcal per mole. The calculated total energy comes out at -586.18997 hartree. The orbital gap is 10.23 eV. As for the SMILES: NC(=O)CNC(N)=O.O.O.


# C3H11N4

A cluster of 2 separate species, C3H11N4 in total at a distorted geometry (wB97M-V/def2-TZVPD, OMol25).

Geometry as XYZ:
```
18
Properties=species:S:1:pos:R:3:mulliken_charge:R:1
N 0.70168 -0.61756 0.15109 -0.4387
N 1.25518 0.49577 0.62804 -0.1825
N -2.22139 -0.85102 0.83322 -0.2207
N -2.49033 0.82206 -0.63458 -0.3044
C -3.02099 -0.19416 0.06242 0.2356
C 2.60386 1.02040 0.19743 -0.7941
C 1.22071 -1.30696 -0.74320 -0.3605
H -4.13764 -0.40838 0.07967 0.3231
H 3.59790 0.74053 0.65951 0.2395
H -1.47916 0.79416 -0.72033 0.2277
H 0.64698 -2.17162 -1.04258 0.2339
H 2.10766 -1.18062 -1.27930 0.3159
H -1.17904 -0.80760 0.75741 0.3007
H 2.45234 2.12856 0.29782 0.2927
H -2.46636 -1.68954 1.30987 0.2824
H 0.97812 0.56799 1.63689 0.2496
H 2.57884 0.74328 -0.82786 0.3351
H -3.09112 1.49858 -1.18102 0.2648
```

As for the net charge: +1. As for the HOMO energy: -12.421 eV. The energy relative to the best compared isomer or geometry (same formula, charge and spin) is 53.8 kcal per mole. The calculated total energy comes out at -339.63390 hartree. The orbital gap is 8.99 eV.


# C3H11N4

A structure of composition C3H11N4 at a distorted geometry (wB97M-V/def2-TZVPD, OMol25).

Geometry as XYZ:
```
18
Properties=species:S:1:pos:R:3:mulliken_charge:R:1
N -0.63594 -2.45083 0.40509 -0.5204
N 0.28454 1.91464 -0.71195 -0.4141
N 0.53521 -0.35885 0.03712 -0.1695
N -1.68937 -0.34489 -1.04331 -0.5194
C -0.40379 -0.99141 -0.77324 -0.4745
C 1.48979 1.38213 1.28820 -1.3650
C 0.72197 0.96709 0.11177 0.9025
H -0.21378 1.84387 -1.69549 0.2938
H 0.57727 2.86609 -0.49416 0.2462
H 1.81276 2.38715 1.40738 0.4029
H 2.25478 0.60096 1.50098 0.3328
H -0.27253 -3.33919 -0.03639 0.2811
H -2.11205 0.08628 -0.16488 0.2715
H 0.80735 1.19958 2.21488 0.3320
H 0.80105 -0.91488 0.90534 0.3543
H -0.00101 -1.52945 -1.63490 0.4550
H -1.68608 -2.31521 0.26863 0.2854
H -2.27015 -1.00308 -1.58507 0.3054
```

The spin multiplicity is 3. As for the net charge: +1. As for the HOMO energy (spin up / spin down): -9.021 / -14.664 eV. The energy relative to the best compared isomer or geometry (same formula, charge and spin) is 30.1 kcal per mole. The calculated total energy comes out at -339.48444 hartree. Its expectation value of S² is 2.01. The orbital gap (spin up / spin down) is 5.95 / 8.44 eV.


# C3H11N4S2

A cluster of 2 separate species, C3H11N4S2 in total at a distorted geometry (wB97M-V/def2-TZVPD, OMol25).

Geometry as XYZ:
```
20
Properties=species:S:1:pos:R:3:mulliken_charge:R:1
S 2.06114 -1.76075 -0.17722 -0.2162
S -2.42637 -0.79601 0.80846 -0.1173
N 1.96834 1.46271 0.16726 -0.4287
N 0.06664 0.02615 0.59389 0.2862
N -1.20265 0.10312 0.00873 -0.6238
N -0.22688 2.35584 0.27850 -0.3146
C 0.82461 1.16249 0.21253 0.0130
C 0.67621 -1.22068 0.99847 -0.5304
C -0.86770 -0.88588 -1.71870 -0.4736
H 2.46554 -2.82247 0.41743 0.1361
H -1.21733 -1.90076 -1.42438 0.2887
H -0.20186 2.87031 1.18423 0.3401
H 0.30268 -0.82128 -1.82187 0.1975
H 2.74576 0.86126 -0.18242 0.3418
H -3.51994 -0.15475 0.34526 0.1835
H -0.06219 -2.13054 1.10920 0.3474
H -0.06597 3.07319 -0.46615 0.3955
H -1.39380 -0.26332 -2.28199 0.3708
H -1.11632 1.89536 -0.00477 0.4110
H 1.19011 -1.05398 1.95353 0.3929
```

As for the net charge: +1. As for the HOMO energy: -12.337 eV. The energy relative to the best compared isomer or geometry (same formula, charge and spin) is 35.9 kcal per mole. The calculated total energy comes out at -1135.87278 hartree. The orbital gap is 8.92 eV.


# C3H11N5

An isolated molecule of C3H11N5 at a distorted geometry (wB97M-V/def2-TZVPD, OMol25).

Geometry as XYZ:
```
19
Properties=species:S:1:pos:R:3:mulliken_charge:R:1
N 0.81721 0.74440 -0.53029 -0.0969
N 1.15931 -1.51825 -1.06261 -0.5509
N 0.64974 -1.03113 1.13395 -0.6144
N -0.51284 1.01159 -1.11477 -0.3703
N -0.98286 -0.32037 -0.83665 -0.1854
C 0.53900 -0.61648 -0.19144 0.3638
C 1.06134 1.66333 0.57442 -0.7562
C -2.08205 -0.24811 0.10779 -0.8286
H -2.08420 -1.06311 0.85155 0.3252
H -2.16447 0.67245 0.70216 0.2909
H -3.02796 -0.37196 -0.43204 0.3360
H 1.17539 -1.15132 -2.00583 0.1906
H -0.38600 1.11269 -2.12525 0.2671
H 1.98366 1.39214 1.09777 0.3185
H 1.86616 -2.12280 -0.66336 0.2119
H 0.47036 -2.02192 1.24252 0.2697
H 0.23855 1.71275 1.29747 0.2800
H 0.07692 -0.51303 1.78512 0.2595
H 1.20276 2.66913 0.16950 0.2894
```

As for the HOMO energy: -8.275 eV. The energy relative to the best compared isomer or geometry (same formula, charge and spin) is 68.5 kcal per mole. The calculated total energy comes out at -394.57649 hartree. The orbital gap is 9.29 eV. As for the SMILES: CN1NN(C)C1(N)N.